{
  "formula": "C16H22NO5P",
  "method": "ωB97M-V/def2-TZVPD",
  "e_above_lowest_kj_mol": 91.8,
  "max_force_ha_per_bohr": 0.0588,
  "lumo_energy_ha": 0.01875,
  "homo_ev": -9.26,
  "symbols": ["C", "C", "O", "C", "O", "C", "O", "O", "P", "N", "O", "H", "H", "H", "H", "H", "H", "H", "H", "H", "H", "C", "C", "C", "C", "C", "C", "H", "H", "H", "H", "H", "H", "C", "C", "C", "C", "C", "C", "H", "H", "H", "H", "H", "H"],
  "positions_angstrom": [[-0.49913, 1.74004, 2.20833], [-1.06604, 2.98599, 2.87895], [-1.16951, 2.68885, 4.27088], [-0.61711, 3.65009, 5.12285], [-0.13675, 2.98244, 6.30105], [1.20176, 2.80988, 6.28115], [1.90604, 3.48735, 6.91795], [1.68260, 1.79063, 5.54547], [3.05722, 2.19140, 4.61584], [2.54331, 3.35616, 3.47351], [3.18497, 0.83639, 3.69944], [-1.07589, 0.91047, 2.59484], [-0.52465, 1.79535, 1.12874], [0.50361, 1.63496, 2.59453], [-0.42592, 3.83554, 2.67216], [-2.07630, 3.16161, 2.52440], [-1.41758, 4.30765, 5.43580], [0.21435, 4.19034, 4.68163], [3.01502, 4.23305, 3.63909], [2.64875, 3.06529, 2.50949], [2.28901, 0.60936, 3.39553], [-2.17433, -3.06504, 0.43523], [-2.52488, -2.83824, -0.88818], [-1.66041, -2.14893, -1.72678], [-0.44648, -1.68288, -1.24144], [-0.09990, -1.90312, 0.08420], [-0.96266, -2.59505, 0.92238], [-2.84585, -3.60791, 1.08780], [-3.47238, -3.19958, -1.26672], [-1.93290, -1.97467, -2.76043], [0.22954, -1.14697, -1.89665], [0.84481, -1.53524, 0.46474], [-0.69117, -2.76828, 1.95591], [-0.32349, -1.45076, -5.52682], [-0.28193, -1.07851, -6.86309], [0.24602, -1.94585, -7.80871], [0.73606, -3.18413, -7.41761], [0.70191, -3.55292, -6.08031], [0.17084, -2.68706, -5.13490], [-0.74124, -0.77566, -4.78973], [-0.66191, -0.11174, -7.16786], [0.27576, -1.65686, -8.85142], [1.14570, -3.86166, -8.15572], [1.08886, -4.51640, -5.77431], [0.14228, -2.97539, -4.09125]],
  "atomic_forces_ev_per_a": [[-0.341, 0.521, 0.782], [-0.215, -0.944, -0.173], [0.664, 0.383, -0.111], [-0.464, -0.981, 0.370], [-0.406, -0.116, -0.730], [-0.885, -0.901, -0.309], [1.771, 1.863, 1.588], [-0.883, -0.326, -1.775], [2.083, 0.050, 0.804], [-0.490, -0.576, 0.221], [-1.319, 0.711, 0.347], [-0.135, -0.397, -0.279], [0.045, -0.086, -0.222], [0.477, -0.181, -0.202], [0.039, 0.374, 0.152], [-0.136, 0.341, -0.234], [0.052, 0.355, 0.393], [0.038, 0.172, -0.360], [0.034, 0.072, -0.045], [-0.147, 0.057, -0.039], [0.210, -0.417, -0.194], [-0.009, 0.006, 0.009], [-0.017, -0.018, -0.004], [0.004, 0.021, -0.035], [0.002, 0.025, -0.020], [0.030, 0.019, 0.022], [-0.002, 0.002, 0.019], [-0.004, 0.007, 0.002], [0.005, -0.006, -0.004], [-0.011, -0.012, 0.001], [0.001, 0.000, 0.002], [0.009, -0.014, -0.008], [0.002, -0.005, -0.001], [0.009, -0.007, 0.020], [-0.022, 0.030, -0.008], [0.005, -0.003, -0.013], [0.008, 0.001, -0.006], [0.005, -0.023, -0.005], [-0.006, 0.006, 0.052], [0.009, 0.011, -0.004], [-0.007, -0.005, -0.002], [-0.001, 0.001, 0.001], [0.005, 0.002, 0.001], [-0.006, -0.001, 0.001], [-0.002, -0.012, -0.004]]
}


{
  "formula": "C16H23F13N2O20S5Zr",
  "method": "ωB97M-V/def2-TZVPD",
  "max_force_ha_per_bohr": 0.2517,
  "s2": 0.76,
  "lumo_energy_ha": [-0.23317, -0.32274],
  "charge": 1,
  "multiplicity": 2,
  "homo_ev": [-13.76, -13.76],
  "symbols": ["Zr", "N", "S", "O", "O", "F", "S", "O", "O", "F", "N", "S", "O", "O", "F", "S", "O", "O", "F", "O", "C", "C", "O", "H", "H", "H", "H", "C", "C", "O", "C", "O", "C", "F", "F", "F", "H", "H", "H", "H", "H", "C", "C", "O", "C", "O", "C", "F", "F", "F", "H", "H", "H", "H", "H", "C", "C", "O", "C", "O", "C", "F", "F", "F", "H", "H", "H", "H", "H", "C", "C", "O", "S", "O", "O", "O", "H", "H", "H", "H"],
  "positions_angstrom": [[-7.51713, 5.56697, -21.31857], [-7.53769, 7.54848, -21.74147], [-7.74634, 8.46085, -22.92359], [-6.59197, 9.21386, -23.44680], [-9.12467, 8.95864, -23.04014], [-7.76533, 7.27952, -23.96913], [-7.50473, 9.00445, -20.72260], [-8.75947, 9.56781, -20.27323], [-6.28641, 9.84704, -20.70495], [-7.11382, 8.04042, -19.49406], [-5.97720, 5.14546, -22.57625], [-4.52765, 5.59908, -23.05966], [-4.35714, 6.27850, -24.34551], [-3.41630, 4.91560, -22.43428], [-4.57721, 6.88161, -22.05042], [-5.69094, 3.71296, -23.66301], [-4.96855, 2.64095, -23.04726], [-5.62447, 3.94692, -25.12057], [-7.25104, 3.28643, -23.60597], [-7.78157, 3.49433, -20.78852], [-8.75802, 3.27393, -19.80401], [-9.47041, 4.56693, -19.04785], [-8.82768, 5.80579, -19.51393], [-9.56297, 2.69512, -20.25693], [-8.42291, 2.59591, -19.01910], [-9.36619, 4.50101, -17.96484], [-10.51882, 4.65226, -19.33359], [-4.49526, 2.09297, -18.76335], [-4.30897, 3.34801, -19.72694], [-4.13391, 4.57197, -18.94908], [-4.91917, 5.65893, -18.93527], [-5.83921, 5.79909, -19.79631], [-4.59789, 6.73501, -17.85269], [-3.63340, 6.28907, -17.01096], [-4.06526, 7.77446, -18.41822], [-5.71589, 6.98038, -17.13858], [-4.63548, 1.14875, -19.28955], [-5.44341, 2.30239, -18.26814], [-3.73788, 2.00466, -17.98445], [-5.17256, 3.27013, -20.38744], [-3.39851, 3.22945, -20.31439], [-12.97185, 5.42799, -16.60756], [-13.33347, 6.69137, -15.96684], [-12.21960, 7.46849, -15.55480], [-11.63585, 8.25357, -16.46219], [-12.14817, 8.57569, -17.56204], [-10.29392, 8.92040, -16.08660], [-10.48418, 10.19412, -16.03205], [-9.85913, 8.44965, -14.92900], [-9.42229, 8.66107, -17.08328], [-12.57827, 5.60779, -17.60799], [-13.84158, 4.81514, -16.84437], [-12.36616, 4.81149, -15.94336], [-13.94166, 6.53633, -15.07568], [-13.84392, 7.22668, -16.76745], [-10.58704, -0.44860, -16.53032], [-10.42716, 0.12131, -17.92837], [-11.59009, 0.89940, -18.19768], [-12.15788, 0.94785, -19.44649], [-11.89422, 0.14048, -20.37070], [-13.23491, 2.04454, -19.69113], [-12.75451, 3.01513, -20.48255], [-14.31860, 1.53719, -20.28299], [-13.60561, 2.67344, -18.51718], [-9.69285, -0.93295, -16.13797], [-11.44951, -1.10879, -16.43872], [-10.68167, 0.40376, -15.85755], [-10.22199, -0.69433, -18.62171], [-9.51465, 0.71635, -17.96526], [-9.18216, 5.02648, -14.79274], [-8.17137, 5.80489, -15.67835], [-7.20564, 4.89959, -16.23473], [-7.34872, 3.45035, -15.39702], [-6.04012, 3.00857, -14.89676], [-8.16413, 2.44814, -16.08900], [-8.24561, 4.08186, -14.22473], [-9.92107, 4.55973, -15.44409], [-9.63591, 5.69236, -14.05870], [-7.53125, 6.56314, -15.22734], [-8.64192, 6.31529, -16.51868]],
  "atomic_forces_ev_per_a": [[1.697, -3.762, 3.035], [0.322, 2.350, 4.086], [-1.581, 3.771, -12.280], [-2.793, -1.391, 2.523], [3.118, -0.542, 1.142], [-0.189, -1.275, -0.361], [2.755, 3.124, 8.335], [1.528, -1.447, -1.962], [-3.263, -2.405, -1.647], [-0.515, -0.081, -0.132], [1.160, -3.504, -3.694], [6.474, 8.867, 1.307], [-1.204, -2.458, 2.518], [-1.904, -0.646, -1.341], [-0.341, -0.206, -0.403], [-4.334, -4.841, -4.355], [-0.662, 1.744, -0.028], [0.751, 0.425, 4.161], [0.697, 0.409, 0.871], [-0.871, 3.708, 0.384], [-1.436, -0.130, 0.133], [3.277, 0.405, -1.652], [-1.101, -2.382, 0.503], [-0.266, 0.040, -0.205], [0.545, 0.344, 0.407], [-0.171, 0.215, 0.068], [-0.422, 0.007, -0.225], [-0.407, 1.931, 0.078], [0.239, -2.579, 0.179], [-1.490, 2.557, 1.074], [-0.250, -3.536, -2.818], [0.247, -0.020, 1.208], [1.193, -1.353, 1.487], [-1.199, -0.308, -0.395], [-0.760, 1.162, -0.719], [0.888, 0.281, -0.920], [0.315, 0.285, -0.354], [-0.106, -0.233, 0.320], [0.120, 0.043, -0.279], [-0.008, 1.025, 0.030], [-0.096, 0.402, 0.071], [0.418, -1.688, -0.471], [-1.698, 0.865, -0.561], [2.040, 0.448, 0.059], [-2.896, 0.970, -3.571], [1.856, -1.375, 3.365], [-1.332, -1.522, -0.801], [0.184, 1.592, 0.380], [0.828, -0.063, 0.354], [0.300, -0.170, 0.535], [0.729, -0.055, 0.153], [-0.348, 0.199, 0.359], [0.423, -0.108, -0.342], [0.029, 0.279, -0.136], [-0.486, 0.534, 0.635], [0.097, 0.784, 0.465], [1.056, -1.662, 0.415], [-1.422, 1.473, -1.989], [1.918, -3.933, -1.773], [-0.878, 3.265, 3.162], [-0.792, 0.521, 1.242], [0.340, -0.199, -0.009], [0.789, 0.210, 0.606], [0.325, -0.902, -1.209], [0.064, -0.300, -0.539], [0.092, 0.069, -0.046], [-0.459, -0.011, 0.167], [-0.738, 0.148, -0.428], [-0.261, 0.614, 0.008], [2.048, 0.910, -1.224], [-0.192, 1.483, -0.782], [-0.599, -2.914, 0.620], [1.435, -1.558, 0.615], [-3.078, 1.578, -1.192], [1.114, 2.178, 0.277], [-0.161, -0.685, 0.159], [-0.096, -0.348, 0.359], [0.200, -0.490, 0.233], [-0.564, -0.020, 0.825], [-0.242, -0.123, -0.071]]
}